No. 1
The following is a quantum chemistry calculation of C23H44GeIN2O2OsPS as an isolated structure, from OMol25.

Atoms and positions in Å:
Os 0.165 -0.274 0.238
C 0.906 1.017 2.530
C 0.359 2.345 1.990
P -0.612 1.982 0.488
C -2.388 2.055 0.845
C -2.825 1.055 1.914
C -0.158 3.108 -0.839
C -0.514 4.562 -0.493
H 1.651 1.165 3.315
H 1.521 0.479 1.763
H 0.128 0.374 2.945
H 1.176 3.021 1.730
H -0.258 2.856 2.730
H -2.916 1.894 -0.098
H -2.609 3.080 1.157
H -2.599 0.025 1.617
H -3.903 1.121 2.059
H -2.367 1.251 2.884
H -0.679 2.769 -1.738
H 0.912 2.987 -1.012
H -1.591 4.703 -0.407
H -0.159 5.211 -1.292
H -0.042 4.891 0.433
C -4.708 -2.654 -1.643
N -3.525 -1.791 -1.804
C -2.462 -1.848 -1.050
N -2.385 -2.653 -0.004
S -1.099 -0.795 -1.529
H -5.403 -2.430 -2.446
H -5.200 -2.453 -0.691
H -4.419 -3.703 -1.714
H -3.532 -1.119 -2.560
H -3.159 -3.255 0.246
H -1.508 -2.798 0.471
C 7.200 -0.024 -3.966
C 6.493 -0.688 -2.794
C 6.458 0.160 -1.525
C 5.640 -0.543 -0.432
Ge 4.029 -1.115 -1.343
C 2.868 0.215 -2.157
C 3.289 0.655 -3.576
C 2.312 1.644 -4.202
C 2.744 2.092 -5.594
H 7.197 -0.662 -4.848
H 8.239 0.179 -3.706
H 6.735 0.928 -4.226
H 6.938 -1.664 -2.581
H 5.445 -0.912 -3.119
H 6.027 1.142 -1.742
H 7.472 0.346 -1.169
H 5.399 0.110 0.410
H 6.182 -1.414 -0.063
H 3.819 -2.562 -1.787
H 2.847 1.078 -1.480
H 1.861 -0.227 -2.196
H 3.369 -0.222 -4.224
H 4.280 1.112 -3.537
H 2.227 2.516 -3.548
H 1.319 1.181 -4.251
H 3.715 2.587 -5.564
H 2.028 2.793 -6.020
H 2.821 1.245 -6.275
I 4.865 -7.581 2.615
C 3.931 -5.882 1.970
C 2.569 -5.938 1.644
C 1.935 -4.778 1.238
C 2.657 -3.585 1.138
C 4.015 -3.542 1.467
C 4.662 -4.688 1.889
C 1.938 -2.347 0.750
O 0.681 -2.275 0.940
O 2.533 -1.318 0.246
H 2.017 -6.866 1.716
H 0.882 -4.803 0.999
H 4.555 -2.607 1.438
H 5.709 -4.659 2.162

Results
Molecular weight = 833.4 u
Highest occupied orbital energy (alpha / beta) = -19.688 / -19.695 eV
Energy = -4366.1075 Ha
2S+1 = 5
Expectation value of S² = 6.0361
Net charge = +4

These are the Löwdin partial charges, in e, on atoms 1 to 2: number 1, Os, carries 1.067; number 2, C, carries -0.159

=====

No. 2
The following is a quantum chemistry calculation of a 2-piece molecular cluster, C3H7N3S overall at a distorted geometry, from OMol25.

Atoms and positions in Å:
C -0.767 -0.760 1.827
C -0.428 0.551 1.077
C 0.747 0.933 -1.030
H -1.729 -1.124 1.225
H -0.963 -0.817 2.927
H -0.241 -1.961 1.648
H -0.585 2.487 0.696
H 0.384 -0.830 -0.286
H 1.014 1.972 -0.936
H 2.185 -1.737 -3.482
N -0.897 1.775 1.495
N 0.099 0.268 -0.113
N 0.913 0.506 -2.300
S 0.266 -1.263 -2.750

Results
Energy relative to the best compared isomer or geometry (same formula, charge and spin) = 665.2 kJ/mol
Molecular weight = 117.2 u
Highest occupied orbital energy = -9.071 eV
Energy = -680.7289 Ha
2S+1 = 1

These are the Löwdin partial charges, in e, on atoms 1 to 2: number 1, C, carries -0.075; number 2, C, carries -0.478

=====

No. 3
The following is a quantum chemistry calculation of a single C4H6N2O molecule, from OMol25.

Atoms and positions in Å:
N 2.176 0.926 0.834
C 1.049 1.222 1.316
O -0.123 0.894 0.744
C -0.069 0.072 -0.417
C -1.335 -0.779 -0.410
C -1.327 -1.661 -1.575
N -1.286 -2.337 -2.510
H 2.919 1.233 1.462
H 0.841 1.768 2.239
H 0.844 -0.525 -0.413
H -0.042 0.693 -1.316
H -1.433 -1.373 0.504
H -2.214 -0.133 -0.459

Results
Energy relative to the best compared isomer or geometry (same formula, charge and spin) = 130.2 kJ/mol
Molecular weight = 98.1 u
Highest occupied orbital energy = -10.709 eV
Energy = -340.7453 Ha
SMILES = [H]/N=C/OCCC#N
2S+1 = 1

These are the Löwdin partial charges, in e, on atoms 1 to 2: number 1, N, carries 0.112; number 2, C, carries -0.314